Entry 1:
135
Properties=species:S:1:pos:R:3:forces:R:3 method="wB97M-V/def2-TZVPD" max_force_ha_per_bohr=0.11014 e_tot_ha=-4042.151501 e_homo_ev="-10.2 / -10.2" spin_multiplicity=2 orbital_gap_ev="10.557 / 7.413" s2=0.7550
C -0.6387 -0.2034 -0.0102 0.15 1.73 -2.99
O -0.4055 0.4851 -1.2928 0.32 -1.07 0.43
O -1.9583 -0.6262 -0.0551 2.22 -0.14 0.80
C 0.6465 -1.1628 0.1102 -0.02 -0.82 -0.65
F 0.7855 -1.8305 1.2415 -0.54 0.71 1.96
F 0.7620 -2.1773 -0.7403 -1.21 -0.13 -2.06
F 1.7456 -0.4416 -0.1074 -0.21 0.93 0.55
C -0.1740 1.9039 -1.4677 -0.43 0.02 -0.19
C -0.3794 2.1549 -2.9533 -0.23 0.16 -0.45
H -0.7040 3.1677 -3.1919 0.23 0.23 0.38
H 0.5561 2.0042 -3.4919 -0.09 -0.17 0.02
H -1.1452 1.5239 -3.4046 0.17 -0.33 0.23
H 0.8328 2.2718 -1.2697 0.36 -0.72 0.54
H -0.8127 2.5046 -0.8201 -0.47 -0.11 -0.04
H -0.5099 0.6295 0.6811 -0.32 -0.43 1.02
C -2.0179 -3.0666 2.1194 -0.15 1.04 1.06
O -1.0929 -3.8430 2.9348 -0.19 -0.12 -2.45
C -1.4970 -4.3107 4.0701 -1.16 0.39 2.22
O -2.6469 -4.3313 4.5068 1.82 -0.22 -0.67
O -0.3683 -4.6342 4.7627 -1.64 -0.30 -0.97
C -0.5153 -4.7604 6.1519 0.99 -0.33 1.39
H -3.0741 -3.1797 2.3640 0.21 -0.60 0.26
H -1.9116 -3.1514 1.0379 0.61 -0.52 0.36
H -1.7427 -2.0663 2.4535 -0.21 0.35 -0.56
H -1.4879 -4.9516 6.6054 -0.36 0.31 -0.84
H -0.0709 -3.8545 6.5644 -0.14 -0.01 0.34
H 0.0886 -5.6126 6.4634 0.22 0.06 -0.07
C 1.4732 2.7541 1.5610 0.72 1.80 -1.28
O 2.6493 1.9449 1.3324 -1.61 -1.91 0.73
C 3.8644 2.4654 1.2161 -2.32 2.41 -0.72
O 4.0283 3.6489 1.3361 1.11 0.74 0.42
O 4.6899 1.5776 0.7789 0.56 -2.01 0.64
C 5.9688 1.9636 0.3403 0.91 0.58 -0.86
H 1.5335 3.4583 2.3908 0.22 -0.66 0.50
H 0.5107 2.2462 1.4987 0.66 -0.94 0.64
H 1.3514 3.4356 0.7191 0.39 0.05 -0.32
H 6.5231 2.6677 0.9608 -0.59 0.14 0.33
H 5.8097 2.4109 -0.6409 0.40 0.07 -0.06
H 6.6119 1.0880 0.2516 -0.49 -0.19 -0.02
C -0.1653 -5.1644 -0.2801 0.10 -0.51 -0.01
O -0.4778 -6.0645 0.8276 0.33 0.67 0.31
C -1.7431 -6.4162 1.0898 -1.03 -0.56 -2.54
O -2.6743 -6.2080 0.3081 1.17 -0.09 2.01
O -1.7448 -7.1962 2.1823 -0.51 0.39 0.25
C -2.9928 -7.7857 2.6521 0.20 -0.08 0.05
H 0.7143 -4.5734 -0.0250 -0.34 0.03 0.64
H -0.9960 -4.5242 -0.5771 -0.02 -0.24 0.22
H 0.1856 -5.7412 -1.1358 -0.48 -0.32 -0.03
H -3.6497 -8.0725 1.8309 0.18 0.20 -0.02
H -3.5171 -7.1658 3.3794 0.12 0.62 -0.42
H -2.7270 -8.6622 3.2431 0.37 -0.09 -0.41
C 2.6458 -4.4415 3.3395 1.18 -0.04 1.64
O 2.8090 -3.0705 2.9794 1.54 1.79 0.75
C 3.7398 -2.3227 3.7429 -0.41 -0.35 0.68
O 4.3765 -2.6761 4.7298 -1.51 0.34 -2.22
O 3.7565 -1.0835 3.1919 -0.19 0.16 -0.31
C 4.3165 0.0688 3.8985 -0.24 -0.89 0.83
H 1.9289 -4.9815 2.7210 0.11 0.58 -0.16
H 2.3632 -4.4677 4.3919 -0.51 -0.16 -0.08
H 3.6388 -4.8905 3.3605 -0.05 -0.39 -0.51
H 4.5371 0.9221 3.2572 0.16 -0.83 -0.65
H 5.1843 -0.2587 4.4709 0.02 0.16 -0.12
H 3.5727 0.4788 4.5818 -0.18 -0.42 0.22
C -2.6209 3.9570 -7.5116 -0.40 1.17 -1.99
O -1.7108 3.2893 -6.7088 -1.34 -1.14 1.94
C -0.4579 3.2062 -7.0992 -0.06 0.21 1.84
O -0.0639 3.3682 -8.1958 1.03 0.14 -1.84
O 0.2462 2.9887 -5.9740 0.82 -0.69 -0.42
C 1.6807 2.9080 -6.0916 0.39 0.34 0.52
H -2.0793 4.8538 -7.8124 -0.60 0.29 -0.48
H -3.5928 4.2182 -7.0928 0.55 -0.15 1.23
H -2.9581 3.4115 -8.3931 0.68 -0.34 -0.25
H 2.1007 2.3959 -6.9574 -0.67 0.19 -0.32
H 2.0822 2.3761 -5.2291 -0.53 -0.09 0.15
H 2.0734 3.9214 -6.0073 0.06 0.02 -0.36
C 6.4558 -5.3075 -3.2980 -1.64 -1.45 -0.44
O 5.2997 -4.6494 -2.6590 1.22 -0.07 0.07
C 5.4154 -4.1597 -1.4287 4.58 0.30 3.32
O 6.4277 -4.3347 -0.6357 -4.44 0.57 -3.35
O 4.3893 -3.3501 -1.1930 -0.40 -1.96 -1.74
C 4.2176 -2.6364 -0.0214 -0.47 0.72 1.54
H 6.8849 -6.1633 -2.7769 0.12 0.70 0.99
H 7.2235 -4.6966 -3.7729 -0.39 0.53 0.57
H 5.9028 -5.8608 -4.0570 0.23 0.38 -0.59
H 3.2007 -2.2440 -0.0079 0.41 0.78 -0.98
H 5.0264 -1.9061 0.0009 -0.39 0.23 0.66
H 4.0558 -3.1808 0.9090 1.31 -0.80 -0.06
C -3.0709 1.7647 2.0469 -1.68 -1.11 1.15
O -3.5109 2.9521 1.3977 -0.94 1.05 -1.63
C -4.7395 2.9521 0.7297 0.28 -1.79 1.31
O -5.4651 1.9733 0.6316 1.40 1.43 0.06
O -5.0333 4.1874 0.2848 1.94 -0.74 0.64
C -6.1741 4.2767 -0.5161 -1.41 -0.21 -0.75
H -3.6564 1.6671 2.9611 -0.16 -0.01 0.16
H -2.0541 1.7422 2.4388 0.22 0.89 -0.78
H -3.2985 0.8431 1.5113 0.17 0.23 -0.53
H -5.9855 4.7557 -1.4769 0.49 0.30 0.22
H -6.9229 4.8552 0.0248 -0.09 -0.14 -0.09
H -6.5377 3.2792 -0.7629 -0.23 0.10 0.27
C -1.9942 -1.3304 7.2596 -0.89 -0.55 -0.22
O -0.9603 -1.1818 6.2599 0.08 -0.48 1.11
C -0.7997 -0.1897 5.4261 -0.54 1.50 -2.56
O -1.4542 0.8624 5.3000 2.15 -2.93 0.41
O 0.2301 -0.6573 4.5379 -1.40 -0.75 3.18
C 0.5393 0.1236 3.4431 -1.07 1.38 -0.59
H -2.5097 -0.4385 7.6159 0.60 0.30 -0.31
H -1.6398 -1.9363 8.0935 0.81 0.56 -0.03
H -2.7581 -2.0039 6.8709 -0.10 0.24 -0.62
H -0.3892 0.1433 2.8725 -0.07 0.69 -0.45
H 1.2837 -0.2928 2.7645 0.31 -0.21 0.89
H 0.7846 1.1125 3.8305 0.18 0.26 -0.63
C 1.5641 6.3771 0.6816 -0.04 0.04 1.46
O 1.2633 6.8924 -0.5844 -1.55 -0.81 -2.38
C 0.2736 6.2527 -1.3411 1.16 -2.93 3.68
O -0.1520 5.1113 -1.0788 0.83 2.61 -0.82
O -0.0983 7.0450 -2.2669 0.04 1.73 -1.02
C -1.1670 6.6581 -3.1092 -0.33 -0.37 -0.52
H 2.6349 6.2406 0.8328 0.01 0.04 -0.40
H 1.0690 5.4453 0.9548 -0.12 0.12 -0.51
H 1.2158 7.1455 1.3718 0.12 -0.08 0.31
H -0.7533 6.1301 -3.9683 -0.14 -0.37 0.14
H -1.6400 7.5538 -3.5118 0.09 0.07 0.41
H -1.8619 6.0544 -2.5255 -0.05 -0.05 -0.34
C -3.8381 2.3461 -2.9447 0.83 -0.10 0.09
O -4.4437 2.0163 -4.2198 0.24 -0.86 -0.45
C -3.8999 0.9931 -4.9534 1.26 -1.89 0.40
O -3.1139 0.1121 -4.5672 -1.86 2.63 -0.58
O -4.3913 1.0365 -6.2209 -0.20 0.03 0.65
C -3.8920 0.0724 -7.2004 0.66 -0.01 1.05
H -2.8504 2.7539 -3.1599 -0.11 -0.07 0.19
H -3.7451 1.5383 -2.2188 0.03 -0.59 -0.59
H -4.3915 3.0945 -2.3776 -0.54 0.16 -0.88
H -2.8548 0.3450 -7.3949 -0.15 0.20 -0.55
H -4.5576 0.0654 -8.0635 0.17 0.51 0.20
H -3.8121 -0.9506 -6.8327 -0.42 0.12 0.49

---

Entry 2:
115
Properties=species:S:1:pos:R:3:forces:R:3 method="wB97M-V/def2-TZVPD" max_force_ha_per_bohr=0.05117 e_tot_ha=-2861.721057 charge=+2 e_homo_ev=-11.8 de_lowest_kcal_mol=6.8 orbital_gap_ev=5.188
Bi -1.5854 -2.2374 0.3047 0.07 1.04 -0.29
N -0.5496 -0.9415 2.4201 -1.51 -0.23 0.40
C -1.1764 -1.3867 3.7220 1.09 -0.32 0.53
C -1.8181 -2.7844 3.7576 -1.51 1.86 1.08
N -2.8927 -2.8837 2.7422 0.73 -0.45 -0.77
C -4.0529 -2.0173 3.0386 0.29 0.26 -0.17
C -4.6045 -1.2637 1.8175 0.28 -0.62 0.41
N -3.5487 -0.5873 1.0034 -0.50 -0.76 0.86
C -3.2685 -4.2875 2.6169 0.23 -0.87 0.71
C -3.7852 -4.6767 1.2443 0.97 0.68 -0.01
N -2.6866 -4.5240 0.2046 -0.42 -0.26 0.97
H 0.4406 -1.0002 2.5612 0.82 0.01 -0.35
H -0.7434 0.0601 2.3213 0.21 -0.31 -0.18
H -1.8903 -0.6368 4.0766 0.21 -0.10 -0.20
H -0.3569 -1.4258 4.4639 -0.49 0.21 -0.11
H -2.3293 -2.8393 4.7717 0.81 -0.16 -0.80
H -1.1133 -3.6017 3.7013 0.21 -0.05 -0.35
H -3.7253 -1.3145 3.8034 -0.24 0.13 -0.03
H -4.8794 -2.6068 3.4740 0.31 0.18 -0.10
H -5.3509 -0.5789 2.2244 -0.04 0.18 -0.34
H -5.1190 -1.9999 1.1964 0.00 0.31 -0.22
H -3.1602 0.1700 1.5675 -0.18 0.20 -0.60
H -3.9995 -0.2449 0.1614 0.25 0.52 0.07
H -4.0388 -4.5377 3.3808 0.37 -0.02 -0.41
H -2.3474 -4.8671 2.9103 -1.03 0.12 -0.63
H -4.6686 -4.0993 0.9789 0.20 0.26 -0.26
H -4.1158 -5.6845 1.2697 -0.19 -1.09 0.04
H -3.0772 -4.8649 -0.6741 0.43 0.19 -0.19
H -1.9094 -5.1555 0.4769 -0.59 0.24 -0.41
B -0.1474 -3.4122 -2.4566 1.56 -0.63 -1.66
N -1.5867 -2.9481 -2.7148 -1.80 0.80 0.27
C -2.5869 -3.3952 -3.5204 0.13 0.09 1.03
C -3.6791 -2.5246 -3.4660 0.84 0.42 0.28
C -3.2450 -1.4743 -2.6580 1.64 0.03 0.59
N -1.9417 -1.7103 -2.2344 -1.75 -0.39 0.81
N 0.4532 -3.8920 -1.0704 0.08 0.68 2.22
C 1.0947 -5.0110 -0.7016 -0.15 0.74 1.23
C 1.6175 -4.8626 0.6113 0.26 -0.89 -0.20
C 1.3386 -3.5537 0.9539 0.07 -0.25 -0.56
N 0.6568 -2.9480 -0.0361 -1.13 -0.39 -0.91
H 0.5180 -2.4351 -2.6993 0.07 -0.30 -0.20
H -0.0208 -4.4130 -3.1379 0.19 0.36 -0.02
H -2.4943 -4.3143 -4.0548 0.18 -0.35 -0.22
H -4.6217 -2.5872 -3.9764 0.01 -0.12 -0.19
H -3.6977 -0.4998 -2.4159 0.18 -0.72 -0.18
H 1.2269 -5.8199 -1.3711 -0.18 -0.63 -0.51
H 2.1327 -5.6216 1.2482 -0.36 0.87 -1.01
H 1.7469 -2.9620 1.7545 -0.24 0.03 0.37
C 3.9327 -0.7699 5.9295 -0.61 0.83 -0.53
N 4.6840 -1.5226 4.9285 -0.25 0.60 -0.53
C 5.4397 -2.7136 5.2859 0.02 -1.16 0.62
C 6.0138 -3.2205 3.9534 0.50 0.74 -0.32
N 5.5488 -2.1878 3.0153 -0.39 0.22 -0.46
C 4.7536 -1.2179 3.5899 0.12 -1.49 0.59
S 3.9553 0.0220 2.7787 0.06 -0.49 0.27
H 3.3079 -1.4675 6.5390 0.47 0.52 -0.46
H 3.2701 0.0001 5.3900 1.01 -1.29 0.77
H 4.6167 -0.2062 6.5925 -0.33 -0.35 -0.21
H 4.7819 -3.5358 5.6969 0.45 1.10 -0.02
H 6.2588 -2.5161 6.0176 -0.75 0.05 -0.42
H 5.6186 -4.2024 3.6698 0.20 0.16 0.10
H 7.1258 -3.2374 3.9745 -0.76 -0.19 -0.08
H 5.5058 -2.3962 2.0139 0.03 0.61 0.76
C -1.2126 2.9343 -6.0219 -1.44 -0.02 0.24
C -0.9633 1.5155 -5.5262 0.79 0.57 -0.82
C -0.2744 1.4711 -4.1678 0.88 -0.83 0.44
C -0.4525 2.7169 -3.2976 0.27 0.96 0.17
C -1.8336 3.3561 -3.5482 -1.16 0.25 0.65
C -2.0553 3.7743 -5.0223 1.12 0.16 -0.20
P -0.0036 2.2598 -1.5278 0.56 0.31 0.61
C 1.9092 2.2028 -1.5183 -0.28 0.04 -0.20
C 2.6531 3.2885 -2.3321 0.94 -2.01 0.55
C 4.2081 3.0691 -2.1415 0.01 -0.30 0.61
C 4.6937 2.1208 -0.9520 -1.18 0.40 -1.73
C 3.9621 0.7565 -0.9983 0.19 -0.19 -0.23
C 2.5498 0.8100 -1.6702 -0.35 0.24 0.13
C -0.2552 3.8006 -0.3758 -0.62 -0.67 -0.44
C -1.5691 3.5556 0.4227 0.00 0.92 0.01
C -1.6672 4.4840 1.6583 -0.44 -0.31 -0.51
C -1.4412 5.9225 1.2124 1.91 0.31 0.18
C -1.2171 6.1115 -0.2887 -0.13 1.54 -0.89
C -0.1881 5.2137 -1.0067 0.50 0.02 1.77
H -1.7273 2.8886 -7.0077 0.54 0.21 0.54
H -0.2366 3.3920 -6.1270 0.15 0.25 -0.28
H -0.3123 1.1173 -6.3097 -0.07 -0.58 0.28
H -1.8516 0.9028 -5.4803 -0.47 0.00 -0.19
H 0.8072 1.2132 -4.2163 -0.50 0.35 -0.30
H -0.6941 0.5869 -3.6828 -0.05 0.08 0.52
H 0.3234 3.4849 -3.5528 -0.66 -0.50 -0.17
H -1.9380 4.3112 -2.9978 0.04 -0.68 0.19
H -2.7169 2.7147 -3.2056 1.30 0.43 -0.30
H -1.7413 4.8206 -5.1263 0.04 -0.13 0.03
H -3.1102 3.8097 -5.2520 -0.34 -0.40 -0.13
H 2.0883 2.3783 -0.4662 -0.08 0.55 0.56
H 2.3323 4.2536 -2.0104 -0.12 0.79 0.09
H 2.4220 3.1409 -3.3880 -0.04 0.23 -0.04
H 4.7027 4.0126 -1.9762 0.04 0.54 -0.04
H 4.6414 2.7015 -3.0856 -0.22 -0.15 0.37
H 4.6927 2.5845 0.0308 -0.62 0.23 0.05
H 5.7364 1.9820 -1.1411 0.77 -0.29 -0.14
H 3.9073 0.4057 0.0481 -0.13 -0.22 -0.63
H 4.5840 0.0480 -1.6014 -0.44 0.38 0.67
H 1.8336 0.1177 -1.1948 0.49 -0.16 -0.15
H 2.6090 0.5348 -2.7266 0.06 -0.05 0.01
H 0.4959 3.7598 0.4313 0.23 -0.29 -0.56
H -1.5171 2.5271 0.7392 -0.38 -0.62 0.11
H -2.4605 3.7346 -0.2034 0.28 -0.37 0.07
H -0.9314 4.1924 2.4106 0.03 -0.06 -0.03
H -2.6603 4.4244 2.1322 0.27 -0.30 -0.15
H -0.5268 6.3256 1.7316 -0.75 -0.33 -0.44
H -2.2345 6.5716 1.5197 -0.57 0.34 0.18
H -0.9008 7.1819 -0.3753 -0.25 -0.77 -0.27
H -2.1597 6.0519 -0.8780 0.31 -0.05 0.60
H 0.8439 5.5811 -0.8397 -0.51 0.01 -0.15
H -0.3684 5.2594 -2.0635 -0.07 -0.20 -0.50